Entry 1:
Density functional theory data (ωB97M-V with the def2-TZVPD basis set) for a molecular structure, C22H24IrN5O2.

Positions of all 54 atoms, in Å:
Ir: 0.49059 -0.43421 -0.90532
C: -0.35536 -2.89570 -2.08337
N: 0.70456 -1.90655 -2.20254
C: 1.74931 -1.88640 -2.97109
C: 2.59294 -0.76689 -2.78233
C: 3.81693 -0.31674 -3.27625
C: 4.11015 0.85784 -2.58413
C: 3.07569 1.09449 -1.68203
N: 2.15533 0.12325 -1.80302
C: -0.87168 -2.70352 -0.67005
C: -0.29414 -3.39004 0.40312
C: -0.74010 -3.17078 1.69220
C: -1.75566 -2.24754 1.93829
C: -2.33701 -1.55898 0.88916
C: -1.89813 -1.78723 -0.41574
H: 0.02876 -3.90336 -2.24547
H: -1.13862 -2.69177 -2.81672
H: 1.95954 -2.67928 -3.68077
H: 4.40839 -0.78715 -4.04435
H: 4.97916 1.48185 -2.71350
H: 2.96430 1.89166 -0.96309
H: 0.50127 -4.10141 0.21724
H: -0.30092 -3.72468 2.51141
H: -2.11251 -2.09198 2.94808
H: -3.16001 -0.88000 1.07515
H: -2.41022 -1.32171 -1.25090
N: -2.38803 3.36437 -0.96389
C: -1.93674 2.73192 -2.23771
C: -1.83611 1.20529 -2.09044
N: -0.45852 0.70785 -2.35656
H: -2.29267 4.38064 -1.00709
H: -1.82711 3.01056 -0.10218
H: -3.37347 3.17347 -0.78197
H: -0.97118 3.17556 -2.47623
H: -2.62849 3.01336 -3.02878
H: -2.52895 0.70829 -2.76597
H: -2.10186 0.91156 -1.07530
H: 0.18056 1.49866 -2.40998
H: -0.39730 0.26506 -3.27223
O: 1.44503 -1.04522 0.89653
C: 0.86892 -0.14794 1.54406
N: 0.11975 0.70050 0.80857
C: -0.49004 1.59295 1.62520
O: -1.27080 2.47890 1.27575
C: -0.04847 1.29600 3.02202
C: -0.36390 1.90216 4.21415
C: 0.22876 1.37615 5.36724
C: 1.09338 0.29132 5.31005
C: 1.40532 -0.32450 4.09531
C: 0.81657 0.20283 2.96787
H: -1.03506 2.74868 4.26323
H: 0.01031 1.82848 6.32529
H: 1.53586 -0.08314 6.22302
H: 2.08162 -1.16695 4.04608

Results
HOMO: -13.6 eV
net charge: +2
strongest force on any atom: 0.026 Eh/bohr
E_LUMO: -6.2 eV

Entry 2:
Density functional theory data (ωB97M-V with the def2-TZVPD basis set) for a molecular structure, C21H30BF4LiO9.

Positions of all 66 atoms, in Å:
Li: -24.35580 -46.05420 -34.61987
B: -25.29970 -45.05997 -37.00425
F: -26.48010 -45.65468 -37.47413
F: -25.49847 -44.28492 -35.89181
F: -24.37901 -45.98714 -36.77581
F: -24.93103 -44.32853 -38.16767
C: -26.73974 -46.10977 -41.06901
O: -25.57600 -46.76551 -41.64376
H: -26.53346 -44.91077 -40.57673
H: -26.90410 -46.70190 -40.30324
H: -27.50577 -45.96653 -41.84949
H: -25.10158 -47.20426 -41.01601
C: -22.07142 -47.19225 -35.36456
O: -22.91111 -47.34704 -34.30184
H: -22.28092 -47.89214 -36.15010
H: -21.15039 -47.09760 -34.93845
H: -21.94997 -46.08793 -35.72674
H: -22.41888 -47.95136 -33.51929
C: -22.73187 -44.36593 -32.53416
O: -23.16237 -44.48150 -33.84240
H: -22.25945 -45.32248 -32.05283
H: -23.60099 -44.22539 -31.70268
H: -22.07985 -43.45403 -32.41394
H: -23.03621 -43.72991 -34.36142
C: -24.35442 -40.25886 -40.41472
C: -23.73363 -39.03774 -40.14203
C: -23.87685 -38.57405 -38.84562
C: -24.73618 -39.31591 -37.82144
C: -25.15987 -40.61359 -38.14314
C: -24.95194 -41.10320 -39.33755
O: -25.38050 -42.27983 -39.81385
O: -23.35949 -37.32736 -38.61786
H: -24.39101 -40.73005 -41.30665
H: -22.93331 -38.34742 -40.87929
H: -24.96155 -38.76579 -36.90203
H: -25.89885 -41.16892 -37.50904
H: -25.72591 -42.94359 -39.22281
H: -23.84232 -36.88910 -38.16273
C: -32.01098 -46.46281 -35.35244
C: -30.70729 -46.79948 -35.27261
C: -29.86300 -46.42272 -36.41071
C: -30.34011 -45.63759 -37.42039
C: -31.67490 -45.31248 -37.50427
C: -32.52974 -45.68863 -36.37823
O: -33.81325 -45.42067 -36.51863
O: -28.63000 -46.96401 -36.39147
H: -32.73004 -46.70855 -34.54299
H: -30.35387 -47.15176 -34.35700
H: -29.68837 -45.30391 -38.28330
H: -32.11173 -44.76127 -38.34988
H: -34.27870 -46.16132 -36.14856
H: -27.93142 -46.55533 -36.87181
C: -22.27655 -43.39599 -40.37035
C: -21.83319 -42.39343 -41.28079
C: -21.69631 -42.77584 -42.65332
C: -21.93387 -44.08844 -43.07086
C: -22.59034 -44.96950 -42.22975
C: -22.68870 -44.64830 -40.90012
O: -23.33767 -45.48484 -39.94798
O: -21.05959 -41.87689 -43.45759
H: -22.28907 -43.27575 -39.33479
H: -21.81395 -41.46587 -40.86896
H: -21.99049 -44.28335 -44.19774
H: -22.86869 -45.90861 -42.46822
H: -23.69173 -45.14449 -39.31584
H: -21.53468 -41.58566 -44.17094

Results
HOMO: -7.3 eV
net charge: 0
strongest force on any atom: 0.339 Eh/bohr
E_LUMO: -0.9 eV

Repeat the second record exactly.
Density functional theory data (ωB97M-V with the def2-TZVPD basis set) for a molecular structure, C21H30BF4LiO9.

Positions of all 66 atoms, in Å:
Li: -24.35580 -46.05420 -34.61987
B: -25.29970 -45.05997 -37.00425
F: -26.48010 -45.65468 -37.47413
F: -25.49847 -44.28492 -35.89181
F: -24.37901 -45.98714 -36.77581
F: -24.93103 -44.32853 -38.16767
C: -26.73974 -46.10977 -41.06901
O: -25.57600 -46.76551 -41.64376
H: -26.53346 -44.91077 -40.57673
H: -26.90410 -46.70190 -40.30324
H: -27.50577 -45.96653 -41.84949
H: -25.10158 -47.20426 -41.01601
C: -22.07142 -47.19225 -35.36456
O: -22.91111 -47.34704 -34.30184
H: -22.28092 -47.89214 -36.15010
H: -21.15039 -47.09760 -34.93845
H: -21.94997 -46.08793 -35.72674
H: -22.41888 -47.95136 -33.51929
C: -22.73187 -44.36593 -32.53416
O: -23.16237 -44.48150 -33.84240
H: -22.25945 -45.32248 -32.05283
H: -23.60099 -44.22539 -31.70268
H: -22.07985 -43.45403 -32.41394
H: -23.03621 -43.72991 -34.36142
C: -24.35442 -40.25886 -40.41472
C: -23.73363 -39.03774 -40.14203
C: -23.87685 -38.57405 -38.84562
C: -24.73618 -39.31591 -37.82144
C: -25.15987 -40.61359 -38.14314
C: -24.95194 -41.10320 -39.33755
O: -25.38050 -42.27983 -39.81385
O: -23.35949 -37.32736 -38.61786
H: -24.39101 -40.73005 -41.30665
H: -22.93331 -38.34742 -40.87929
H: -24.96155 -38.76579 -36.90203
H: -25.89885 -41.16892 -37.50904
H: -25.72591 -42.94359 -39.22281
H: -23.84232 -36.88910 -38.16273
C: -32.01098 -46.46281 -35.35244
C: -30.70729 -46.79948 -35.27261
C: -29.86300 -46.42272 -36.41071
C: -30.34011 -45.63759 -37.42039
C: -31.67490 -45.31248 -37.50427
C: -32.52974 -45.68863 -36.37823
O: -33.81325 -45.42067 -36.51863
O: -28.63000 -46.96401 -36.39147
H: -32.73004 -46.70855 -34.54299
H: -30.35387 -47.15176 -34.35700
H: -29.68837 -45.30391 -38.28330
H: -32.11173 -44.76127 -38.34988
H: -34.27870 -46.16132 -36.14856
H: -27.93142 -46.55533 -36.87181
C: -22.27655 -43.39599 -40.37035
C: -21.83319 -42.39343 -41.28079
C: -21.69631 -42.77584 -42.65332
C: -21.93387 -44.08844 -43.07086
C: -22.59034 -44.96950 -42.22975
C: -22.68870 -44.64830 -40.90012
O: -23.33767 -45.48484 -39.94798
O: -21.05959 -41.87689 -43.45759
H: -22.28907 -43.27575 -39.33479
H: -21.81395 -41.46587 -40.86896
H: -21.99049 -44.28335 -44.19774
H: -22.86869 -45.90861 -42.46822
H: -23.69173 -45.14449 -39.31584
H: -21.53468 -41.58566 -44.17094

Results
HOMO: -7.3 eV
net charge: 0
strongest force on any atom: 0.339 Eh/bohr
E_LUMO: -0.9 eV

- Number 2 is which compound?
  C21H30BF4LiO9

- Which of these has the lowest E_LUMO?
  C22H24IrN5O2